Entry 1:
Computed, not measured: one molecule with the formula C5H8O2, with wB97M-V/def2-TZVPD.

The HOMO-LUMO gap is 0.3616 Ha. As for the SMILES: CCCC(=O)C=O. The calculation puts the HOMO energy at -9.749 eV. The calculation puts the maximum force at 0.011 Eh/bohr. The calculation puts the energy above the lowest of the compared OMol25 structures with the same formula, charge and spin at 95.2 kJ/mol.

Element x y z (Å)
O: 3.31021 1.28484 0.19498
O: 1.14094 -0.68440 1.60566
C: 0.26792 0.28759 -0.40718
C: 2.85471 0.18417 0.37455
C: -2.29491 0.01268 -0.72038
C: -1.03133 -0.39689 0.02640
C: 1.36608 -0.10830 0.56175
H: -1.16214 -0.20436 1.09485
H: -2.25106 -0.23024 -1.78764
H: 0.55816 0.01928 -1.43395
H: -0.88789 -1.48111 -0.05972
H: -2.49372 1.08572 -0.62095
H: 3.48577 -0.70536 0.58084
H: -3.15331 -0.51980 -0.29521
H: 0.17535 1.38378 -0.40895

Entry 2:
Computed, not measured: one molecule with the formula C5H8O2, with wB97M-V/def2-TZVPD.

The HOMO-LUMO gap is 0.4088 Ha. As for the SMILES: O[C@H]1C[C@]2(CO2)C1. The calculation puts the HOMO energy at -10.191 eV. The calculation puts the maximum force at 0.007 Eh/bohr. The calculation puts the energy above the lowest of the compared OMol25 structures with the same formula, charge and spin at 219.4 kJ/mol.

Element x y z (Å)
O: -0.37101 -1.25435 1.98301
O: 0.16633 -1.08612 -1.68266
C: 1.23946 -0.12698 0.44218
C: -0.87551 0.35836 0.14494
C: -0.00612 -0.04389 1.36874
C: 0.53026 0.20273 -2.17324
C: 0.29564 -0.02591 -0.75404
H: -1.12799 1.42315 0.11018
H: -0.42996 -1.93146 1.29470
H: 1.54832 0.28059 -2.55573
H: 1.91419 0.72989 0.53938
H: 0.05072 0.69263 2.17318
H: 1.81637 -1.05417 0.51697
H: -0.23219 0.71039 -2.76529
H: -1.78288 -0.23747 0.00508

Entry 3:
Computed, not measured: one molecule with the formula C5H8O2, with wB97M-V/def2-TZVPD.

The HOMO-LUMO gap is 0.3992 Ha. As for the SMILES: C[C@@H]1[C@H](O)[C@@H]2O[C@H]12. The calculation puts the HOMO energy at -9.855 eV. The calculation puts the maximum force at 0.019 Eh/bohr. The calculation puts the energy above the lowest of the compared OMol25 structures with the same formula, charge and spin at 263.8 kJ/mol.

Element x y z (Å)
O: 0.20634 1.39596 -1.41104
O: 1.88921 -0.25687 -0.20965
C: 0.05653 1.17397 -0.03581
C: 0.86192 -0.71319 0.69912
C: 1.31729 0.67039 0.69170
C: -0.55697 -0.20758 0.36179
C: -1.42553 -0.97903 -0.58305
H: -2.39808 -0.50368 -0.74208
H: -1.57115 -1.97872 -0.16300
H: -0.90628 -1.05994 -1.54034
H: 0.91275 0.80060 -1.71012
H: 1.81806 1.08756 1.54918
H: -0.40091 2.07733 0.37615
H: 1.23458 -1.47726 1.37967
H: -1.03776 -0.02955 1.33750

Entry 4:
Computed, not measured: a 2-piece molecular cluster, C5H8O2 overall at a distorted geometry, with wB97M-V/def2-TZVPD.

The HOMO-LUMO gap is 0.3437 Ha. As for the SMILES: C#COC.CC=O. The calculation puts the HOMO energy at -8.810 eV. The calculation puts the maximum force at 0.137 Eh/bohr. The calculation puts the energy above the lowest of the compared OMol25 structures with the same formula, charge and spin at 601.2 kJ/mol.

Element x y z (Å)
O: 0.33424 -0.15122 0.55806
O: 0.21787 -0.48413 -2.13114
C: 2.19406 -2.10679 1.01815
C: 1.32353 -1.26736 1.03501
C: 0.41404 0.42383 -1.35053
C: -0.83186 1.66785 -1.14073
C: -0.90990 -0.40056 1.25403
H: -1.74287 1.11929 -1.37163
H: -1.03793 0.44146 1.93440
H: -0.81771 2.13178 -0.15811
H: -1.77020 -0.43803 0.58461
H: -0.56508 2.39420 -1.90488
H: -0.98738 -1.30077 1.86212
H: 1.37707 0.94832 -1.28976
H: 2.80212 -2.97788 1.10040